[1]
Density functional theory data (wB97M-V/def2-TZVPD) for a 2-piece molecular cluster, C4H8O2 overall.

```
14
Properties=species:S:1:pos:R:3:nbo_charge:R:1
O -1.84 0.45 0.21 -0.700
C -0.98 -0.53 0.59 0.061
C -0.01 -1.07 -0.32 -0.520
C 0.74 -0.27 -1.28 -0.277
O 0.70 1.55 -0.05 -0.622
C 0.62 1.16 1.14 0.107
H -1.30 1.16 -0.17 0.488
H -1.44 -1.24 1.27 0.185
H -0.35 -1.38 -1.43 0.323
H 0.50 -1.95 0.05 0.239
H 0.27 0.40 -1.99 0.219
H 1.75 -0.58 -1.48 0.217
H 1.55 0.84 1.65 0.130
H -0.22 1.46 1.78 0.151
```

- Highest occupied orbital energy (spin up / spin down): -0.2702 / -0.2702 Ha
- Total charge: 0
- E_LUMO (spin up / spin down): 0.0259 / 0.0257 Ha
- Largest force on an atom: 0.7 eV/A

***

[2]
Density functional theory data (wB97M-V/def2-TZVPD) for one molecule with the formula C6H12O.

```
19
Properties=species:S:1:pos:R:3:nbo_charge:R:1
C -0.66 2.18 1.14 -0.602
C -0.98 1.36 -0.10 -0.408
C -0.57 -0.11 0.04 0.104
C -0.10 -0.77 -1.25 -0.421
C 0.76 -1.91 -0.72 -0.431
C 1.43 -1.25 0.48 -0.062
O 0.54 -0.25 0.94 -0.543
H -1.15 1.78 2.03 0.205
H 0.42 2.15 1.32 0.220
H -0.96 3.23 1.01 0.204
H -2.06 1.40 -0.32 0.202
H -0.48 1.80 -0.98 0.192
H -1.41 -0.69 0.46 0.158
H -0.93 -1.07 -1.89 0.218
H 0.52 -0.06 -1.81 0.199
H 1.48 -2.30 -1.45 0.217
H 0.12 -2.74 -0.40 0.202
H 1.64 -1.96 1.30 0.180
H 2.38 -0.78 0.20 0.166
```

- Highest occupied orbital energy: -0.3460 Ha
- Total charge: 0
- E_LUMO: 0.0422 Ha
- Largest force on an atom: 0.3 eV/A
- Structure (SMILES): CC[C@H]1CCCO1

***

[3]
Density functional theory data (wB97M-V/def2-TZVPD) for a 2-piece molecular cluster, C6H11NO4P overall in a non-equilibrium geometry.

```
23
Properties=species:S:1:pos:R:3:nbo_charge:R:1
C -0.08 -3.15 -0.73 -0.615
C 1.78 1.85 -1.55 -0.360
C -0.71 -1.92 -1.25 -0.361
C 0.96 1.98 -0.50 -0.243
C -1.06 -0.86 -0.51 0.176
C 0.75 0.97 0.58 -0.108
N 1.46 -0.06 0.57 -0.613
O -0.25 0.75 3.04 -1.027
O -1.96 1.34 1.18 -1.140
O -0.14 3.07 1.96 -1.137
O -1.59 0.23 -1.06 -0.731
P -0.56 1.66 1.65 2.279
H -0.85 -3.84 -0.75 0.193
H 0.15 -3.13 0.41 0.185
H 1.71 2.60 -2.36 0.180
H 2.46 1.02 -1.76 0.201
H -0.84 -1.97 -2.32 0.189
H 0.27 2.82 -0.49 0.220
H -0.96 -0.81 0.59 0.166
H 0.72 -3.64 -1.23 0.196
H 1.09 -0.89 1.03 0.350
H -0.66 1.00 3.82 0.484
H -1.68 0.96 -0.30 0.516
```

- Highest occupied orbital energy: -0.1651 Ha
- Total charge: -1
- E_LUMO: 0.1345 Ha
- Largest force on an atom: 3.9 eV/A

***

[4]
Density functional theory data (wB97M-V/def2-TZVPD) for a 2-piece molecular cluster, C4H6N2O overall.

```
13
Properties=species:S:1:pos:R:3:nbo_charge:R:1
C -1.61 1.79 0.89 -0.269
O -0.17 1.76 0.93 -0.404
C 0.41 0.71 0.43 0.569
C 1.96 0.61 0.46 0.083
N 2.01 -0.58 -0.08 -0.661
C 0.75 -1.07 -0.70 0.322
N -0.22 -0.28 -0.16 -0.669
H -1.95 1.62 -0.13 0.216
H -1.88 2.78 1.25 0.206
H -2.00 1.01 1.55 0.206
H -0.21 -3.99 -2.19 -0.034
H 2.89 -1.03 -0.33 0.414
H 0.03 -3.33 -1.93 0.021
```

- Highest occupied orbital energy (spin up / spin down): -0.3310 / -0.3310 Ha
- Total charge: 0
- E_LUMO (spin up / spin down): -0.0618 / -0.0619 Ha
- Largest force on an atom: 0.6 eV/A

***

[5]
Density functional theory data (wB97M-V/def2-TZVPD) for C2H3I3O2 as an isolated structure in a non-equilibrium geometry.

```
10
Properties=species:S:1:pos:R:3:nbo_charge:R:1
C 0.21 -0.75 -0.85 0.055
C 1.23 -0.34 -0.08 -0.464
O -0.23 -2.05 -0.81 -0.670
O -0.98 1.43 0.97 -0.948
I -1.71 3.20 1.21 0.449
I 1.92 1.70 -0.25 0.193
I 2.18 -1.68 1.22 0.209
H -0.37 -0.20 -1.60 0.200
H -1.02 -2.03 -1.34 0.480
H -1.23 0.71 1.53 0.495
```

- Highest occupied orbital energy: -0.3141 Ha
- Total charge: 0
- E_LUMO: -0.0213 Ha
- Largest force on an atom: 1.6 eV/A

***

[6]
Density functional theory data (wB97M-V/def2-TZVPD) for a 3-piece molecular cluster, C21H20N4O6 overall in a non-equilibrium geometry.

```
51
Properties=species:S:1:pos:R:3:nbo_charge:R:1
C -0.36 -0.44 -1.03 -0.197
C -1.28 0.28 -1.34 -0.042
C -2.25 1.49 -1.41 -0.380
C -3.47 1.27 -0.48 0.284
N -4.35 1.39 0.26 -0.284
C -1.54 2.89 -1.17 0.054
C -0.04 2.82 -1.59 0.237
N 1.07 2.80 -1.91 -0.285
O -1.74 3.45 0.11 -0.495
C -1.06 2.73 1.15 -0.128
C 0.31 3.39 1.62 0.071
C 0.33 3.76 3.15 -0.658
O 1.38 2.44 1.36 -0.724
H 0.50 -1.01 -0.61 0.274
H -2.67 1.51 -2.45 0.280
H -2.00 3.62 -1.89 0.243
H -0.89 1.64 0.94 0.193
H -1.73 2.77 2.06 0.216
H 0.56 4.28 0.98 0.197
H 0.04 4.85 3.25 0.217
H -0.37 3.08 3.70 0.234
H 1.35 3.66 3.60 0.227
H 1.15 1.58 1.75 0.457
O 3.90 -4.30 -1.52 -0.367
N 3.32 -3.27 -1.78 0.521
O 2.61 -2.66 -1.00 -0.397
C 3.47 -2.72 -3.13 0.079
C 4.23 -3.41 -4.07 -0.208
C 4.35 -2.90 -5.35 -0.211
C 3.72 -1.71 -5.69 -0.174
C 2.96 -1.03 -4.75 -0.207
C 2.84 -1.53 -3.46 -0.204
H 4.73 -4.33 -3.81 0.248
H 4.94 -3.43 -6.09 0.224
H 3.81 -1.32 -6.70 0.221
H 2.47 -0.10 -5.02 0.229
H 2.24 -0.99 -2.74 0.250
O -1.66 1.42 4.13 -0.409
N -2.63 0.78 3.74 0.518
O -3.75 1.25 3.62 -0.346
C -2.44 -0.63 3.40 0.079
C -1.18 -1.20 3.56 -0.213
C -1.01 -2.54 3.26 -0.212
C -2.08 -3.30 2.80 -0.174
C -3.33 -2.72 2.64 -0.208
C -3.51 -1.37 2.94 -0.202
H -0.34 -0.62 3.91 0.245
H -0.03 -3.00 3.38 0.227
H -1.94 -4.35 2.57 0.222
H -4.16 -3.31 2.28 0.225
H -4.49 -0.93 2.81 0.256
```

- Highest occupied orbital energy: -0.3648 Ha
- Total charge: 0
- E_LUMO: -0.0244 Ha
- Largest force on an atom: 2.3 eV/A
- Structure (SMILES): C#C[C@@H](C#N)[C@H](C#N)OC[C@@H](C)O.O=[N+]([O-])c1ccccc1.O=[N+]([O-])c1ccccc1

***

[7]
Density functional theory data (wB97M-V/def2-TZVPD) for a 2-piece molecular cluster, C2HFN2O overall in a non-equilibrium geometry.

```
7
Properties=species:S:1:pos:R:3:nbo_charge:R:1
C 0.01 -1.08 0.38 0.140
C 0.61 -0.15 -0.49 0.120
N -0.66 -1.42 1.26 -0.272
N -0.92 1.26 -0.23 0.265
O -1.30 1.22 0.87 -0.153
F 0.76 -0.37 -1.79 -0.302
H 1.49 0.53 -0.02 0.201
```

- Highest occupied orbital energy (spin up / spin down): -0.3353 / -0.3353 Ha
- Total charge: 0
- E_LUMO (spin up / spin down): -0.0363 / -0.0363 Ha
- Largest force on an atom: 4.1 eV/A

***

[8]
Density functional theory data (wB97M-V/def2-TZVPD) for C10H26AgBr3N2O3 as an isolated structure in a non-equilibrium geometry.

```
45
Properties=species:S:1:pos:R:3:mulliken_spin:R:1
Ag -0.39 -0.59 -1.24 0.306
Br -0.11 -2.69 0.53 0.132
Br -2.99 -0.89 -2.00 0.306
Br 0.11 1.48 -3.35 0.171
C -1.16 2.03 2.42 0.000
C -1.40 0.67 1.70 0.003
C -2.67 -0.14 2.14 -0.004
O -2.47 -0.27 3.62 0.000
C -3.64 -0.76 4.23 0.000
N -1.35 0.90 0.24 0.003
H -0.11 2.31 2.43 0.000
H -1.56 2.00 3.44 0.000
H -1.69 2.85 1.95 0.000
H -0.56 0.09 2.08 -0.001
H -2.61 -1.13 1.68 -0.002
H -3.55 0.40 1.79 0.001
H -3.74 -1.79 3.89 0.000
H -4.48 -0.13 3.94 0.000
H -3.60 -0.74 5.32 0.000
H -2.31 0.76 -0.04 -0.001
H -1.31 1.90 0.12 0.001
C 1.57 3.48 -0.11 0.000
O 2.49 2.40 -0.22 0.000
C 2.27 1.23 0.59 0.002
C 2.93 -0.06 -0.07 0.000
N 2.06 -0.28 -1.22 0.079
C 2.55 -1.51 -1.89 -0.004
C 1.75 -2.02 -3.22 -0.001
O 0.29 -2.08 -2.91 0.010
C -0.32 -3.02 -3.76 0.000
H 1.83 4.04 0.79 0.000
H 0.52 3.20 0.05 -0.001
H 1.64 4.22 -0.91 0.000
H 1.19 1.08 0.66 0.001
H 2.57 1.41 1.62 0.000
H 2.91 -0.85 0.68 0.001
H 3.93 0.10 -0.48 0.000
H 2.32 0.45 -1.87 -0.003
H 2.60 -2.29 -1.13 0.001
H 3.60 -1.28 -2.04 0.000
H 2.18 -2.99 -3.46 0.000
H 2.00 -1.41 -4.09 0.000
H 0.27 -3.92 -3.58 0.000
H -0.26 -2.82 -4.83 0.000
H -1.33 -3.34 -3.51 -0.001
```

- Highest occupied orbital energy (spin up / spin down): -0.1862 / -0.1794 Ha
- Total charge: -1
- E_LUMO (spin up / spin down): 0.1074 / 0.0162 Ha
- Largest force on an atom: 3.3 eV/A
- Expectation value of S²: 0.7569
- 2S+1: 2